Record 1
C7H14N2 | the ωB97M-V functional and the def2-TZVPD basis

Values from the calculation:
Energy above the lowest of the compared OMol25 structures with the same formula, charge and spin, kJ/mol: 271.0
Max |F|, eV/Å: 5.279
Multiplicity: 1
Charge: 0

The geometry in XYZ format:
```
23
C7H14N2 (the ωB97M-V functional and the def2-TZVPD basis)
C 1.583 1.040 -1.671
C -0.028 -2.305 -2.820
C 0.997 0.385 -0.521
C 2.180 0.087 0.496
C -1.866 -1.324 0.479
C -1.607 0.846 1.553
C -0.807 -0.290 0.843
N 0.280 -2.142 -1.713
N -0.236 0.145 -0.410
H 1.973 1.922 -1.457
H 0.844 1.191 -2.440
H -0.566 -2.389 -3.856
H 2.317 0.339 -2.065
H 1.905 0.221 1.492
H 2.999 0.655 0.162
H 2.359 -0.993 0.560
H -2.096 -2.059 1.259
H -2.766 -0.716 0.211
H -1.450 -1.965 -0.241
H -2.149 0.576 2.490
H -2.305 1.181 0.839
H -0.814 1.595 1.679
H -0.115 -0.648 1.487
```


Record 2
C7H14N2 | the ωB97M-V functional and the def2-TZVPD basis

Values from the calculation:
Energy above the lowest of the compared OMol25 structures with the same formula, charge and spin, kJ/mol: 63.2
Max |F|, eV/Å: 2.903
Multiplicity: 1
Charge: 0

The geometry in XYZ format:
```
23
C7H14N2 (the ωB97M-V functional and the def2-TZVPD basis)
C 0.803 -3.110 -1.648
C 1.762 0.334 -1.592
C 0.841 -1.609 -1.562
C -0.126 -0.764 -1.990
N 1.977 -0.909 -1.240
N 0.439 0.530 -1.876
H 2.407 1.172 -1.385
H -0.043 1.364 -2.159
H -1.169 -0.695 -2.252
H 1.681 -3.610 -1.249
H 0.555 -3.417 -2.665
H -0.065 -3.466 -1.102
C -1.324 0.939 2.198
C -1.502 2.181 1.316
C 0.178 0.647 2.269
H -1.712 1.173 3.198
H -1.857 0.087 1.785
H -2.276 2.888 1.630
H 0.811 1.522 2.214
H -1.664 1.933 0.257
H -0.618 2.799 1.316
H 0.407 -0.005 3.119
H 0.493 0.017 1.417
```


Record 3
C7H14N2 | the ωB97M-V functional and the def2-TZVPD basis

Values from the calculation:
Energy above the lowest of the compared OMol25 structures with the same formula, charge and spin, kJ/mol: 510.4
Max |F|, eV/Å: 4.778
Multiplicity: 1
Charge: 0

The geometry in XYZ format:
```
23
C7H14N2 (the ωB97M-V functional and the def2-TZVPD basis)
C -1.435 -0.036 1.379
N -1.013 0.097 -0.032
C 0.101 -1.578 -0.346
C -0.130 -2.821 0.105
H -1.883 0.142 -0.577
H -0.029 -1.362 -1.399
H -0.544 -0.169 1.991
H -2.108 -0.888 1.468
H -1.976 0.844 1.724
H 0.008 -3.159 1.124
H -0.309 -3.648 -0.571
C -0.231 2.520 0.417
C -0.209 1.258 -0.401
C 1.699 -0.794 0.068
C 0.328 1.298 -1.636
N 2.796 -1.078 -0.512
H 2.607 -1.337 -1.492
H 1.742 -0.494 1.131
H -1.081 3.153 0.143
H -0.209 2.358 1.495
H 0.661 3.114 0.206
H 0.955 2.118 -1.960
H 0.262 0.464 -2.324
```


Record 4
C7H14N2 | the ωB97M-V functional and the def2-TZVPD basis

Values from the calculation:
Energy above the lowest of the compared OMol25 structures with the same formula, charge and spin, kJ/mol: 242.1
Max |F|, eV/Å: 6.556
Multiplicity: 1
Charge: 0

The geometry in XYZ format:
```
23
C7H14N2 (the ωB97M-V functional and the def2-TZVPD basis)
C -0.327 -0.577 1.930
C 0.349 -1.776 1.426
C 0.427 0.236 2.899
H -0.621 0.232 1.185
H -1.417 -0.902 2.317
H 0.083 -2.515 2.212
H 1.531 0.003 2.830
H 1.502 -1.634 1.511
H 0.148 -2.148 0.472
H 0.345 1.271 2.835
H -0.079 -0.207 3.917
C -0.470 -0.716 -3.344
C -0.677 2.415 -1.337
C -0.284 0.429 -2.366
C 0.530 0.496 -1.331
N -1.100 1.624 -2.306
N 0.443 1.721 -0.716
H -1.137 3.218 -0.889
H 0.883 1.943 0.143
H 1.335 -0.174 -1.077
H 0.480 -1.418 -2.997
H -0.460 -0.416 -4.313
H -1.484 -1.104 -3.001
```


Record 5
C7H14N2O3S | the ωB97M-V functional and the def2-TZVPD basis

Values from the calculation:
Energy above the lowest of the compared OMol25 structures with the same formula, charge and spin, kJ/mol: 164.2
Max |F|, eV/Å: 4.240
Multiplicity: 1
Charge: 0

The geometry in XYZ format:
```
27
C7H14N2O3S (the ωB97M-V functional and the def2-TZVPD basis)
C -0.681 1.702 -1.850
S -1.245 1.781 -0.163
O -2.603 1.378 -0.038
O -1.085 3.143 0.244
C -0.210 0.800 0.961
C 1.007 1.649 1.393
C 1.936 1.375 0.219
O 2.508 2.101 -0.479
N 1.929 -0.037 0.140
C 0.532 -0.440 0.444
C -0.105 -1.344 -0.588
C -1.051 -2.396 -0.003
N -0.405 -3.410 0.820
H -0.940 2.605 -2.369
H 0.375 1.503 -1.934
H -1.217 0.895 -2.329
H -0.845 0.680 1.822
H 1.469 1.120 2.223
H 0.826 2.670 1.671
H 2.175 -0.273 -0.818
H 0.633 -1.053 1.342
H 0.699 -1.888 -1.073
H -0.628 -0.818 -1.381
H -1.874 -1.961 0.548
H -1.461 -2.932 -0.850
H -0.121 -3.026 1.710
H 0.383 -3.823 0.340
```


Record 6
C7H14N2ORb | the ωB97M-V functional and the def2-TZVPD basis

Values from the calculation:
Max |F|, eV/Å: 1.109
Multiplicity: 1
Charge: +1

The geometry in XYZ format:
```
25
C7H14N2ORb (the ωB97M-V functional and the def2-TZVPD basis)
Rb 14.410 20.541 -2.935
C 17.610 22.677 -4.195
O 16.956 21.692 -3.841
N 18.480 23.324 -3.410
C 19.290 24.426 -3.907
C 18.774 22.877 -2.050
H 17.562 23.141 -5.187
H 19.223 25.232 -3.175
H 18.910 24.828 -4.846
H 20.319 24.117 -4.087
H 18.613 23.738 -1.395
H 18.036 22.132 -1.781
H 19.806 22.550 -1.969
C 14.134 15.619 0.974
C 14.187 16.655 2.074
C 15.095 17.857 1.754
C 14.756 18.585 0.523
N 14.504 19.165 -0.437
H 13.518 15.970 0.142
H 13.690 14.686 1.313
H 15.134 15.440 0.572
H 14.627 16.273 2.996
H 13.200 17.085 2.250
H 16.154 17.592 1.678
H 15.068 18.604 2.551
```


One value per record, in order, for HOMO level: -8.84; -8.69; -7.38; -8.74; -9.77; -12.48 eV.